Record 1
ORCA calculation (ωB97M-V with the def2-TZVPD basis set) on an isolated molecule of C2H3FSi at a distorted geometry.

```
! RIJCOSX wB97M-V def2-TZVPD def2/J DEFGRID3
* xyz 0 1
F 0.833 0.123 2.491
C 0.424 0.024 0.902
C -0.157 -1.014 0.285
Si -0.165 0.559 -0.811
H -0.375 -2.112 0.370
H 0.610 0.832 -2.036
H -1.170 1.588 -1.201
*
```

As for the calculated total energy: -467.21087 Ha. The value obtained for the HOMO-LUMO gap is 10.316 eV. As for the SMILES: FC1=C[SiH2]1.



Record 2
ORCA calculation (ωB97M-V with the def2-TZVPD basis set) on an isolated molecule of C20H17Cl2FN6S at a distorted geometry.

```
! RIJCOSX wB97M-V def2-TZVPD def2/J DEFGRID3
* xyz 0 1
F 3.852 -3.116 -2.161
C 4.475 -2.305 -1.208
C 5.267 -2.839 -0.153
C 6.133 -2.078 0.622
C 6.144 -0.706 0.588
Cl 7.229 0.195 1.635
C 5.268 -0.090 -0.292
S 5.350 1.653 -0.434
C 4.827 2.261 1.143
N 5.609 2.752 2.064
N 4.918 3.030 3.182
C 3.678 2.739 2.917
N 2.513 2.854 3.679
C 1.298 2.439 3.187
C 1.170 1.889 2.007
C -0.192 1.558 1.465
C -1.521 1.522 2.144
N -2.459 1.236 1.318
N -1.947 0.907 0.075
C -2.681 0.245 -1.035
C -3.321 -1.078 -0.563
C -4.469 -0.710 0.447
N -5.367 0.259 -0.101
C -4.880 1.505 -0.612
C -3.798 1.276 -1.517
C -0.594 1.202 0.124
C 2.401 1.747 1.143
C 3.578 2.238 1.619
C 4.398 -0.878 -1.194
Cl 3.285 -0.130 -2.212
H 5.266 -3.910 0.000
H 6.759 -2.423 1.398
H 2.707 2.746 4.659
H 0.426 2.598 3.873
H -1.556 1.683 3.218
H -1.993 -0.035 -1.799
H -2.625 -1.756 -0.153
H -3.852 -1.569 -1.421
H -4.945 -1.686 0.644
H -4.131 -0.431 1.392
H -6.112 0.390 0.614
H -5.637 2.103 -0.976
H -4.508 2.065 0.205
H -3.329 2.264 -1.750
H -4.218 0.889 -2.463
H 0.099 1.085 -0.685
H 2.359 1.282 0.242
*
```

As for the calculated total energy: -2519.15467 Ha. The value obtained for the HOMO-LUMO gap is 7.542 eV. As for the SMILES: Fc1ccc(Cl)c(Sc2nnc3[nH]cc(-c4cnn(C5CCNCC5)c4)cc2-3)c1Cl.



Record 3
ORCA calculation (ωB97M-V with the def2-TZVPD basis set) on an isolated molecule of C4H7N2P at a distorted geometry.

```
! RIJCOSX wB97M-V def2-TZVPD def2/J DEFGRID3
* xyz 0 1
C 1.661 0.161 0.086
C -1.384 0.192 0.009
C 2.898 -0.560 -0.006
C -2.715 0.691 -0.287
N 0.776 0.822 -0.277
N -0.432 1.076 -0.387
P -1.260 -1.220 0.940
H 3.258 -0.470 -1.046
H 2.660 -1.550 0.094
H 3.645 -0.343 0.706
H -3.471 0.086 0.101
H -2.811 1.101 -1.366
H -2.917 1.498 0.388
H 0.091 -1.484 1.046
*
```

As for the calculated total energy: -607.31690 Ha. The value obtained for the HOMO-LUMO gap is 7.910 eV.



LUMO: -0.23, -0.76, 0.34 (eV)
E_HOMO: -10.55, -8.30, -7.57 (eV)